13
Properties=species:S:1:pos:R:3:forces:R:3 method="wB97M-V/def2-TZVPD" total_charge=0 smiles="CNC(=O)CO" relative_energy_ev=2.0721 gap_ha=0.3763 energy_ha=-323.70482
C 2.04596 0.22408 -0.23223 0.1 0.1 0.0
N 0.61524 0.02205 -0.33436 -0.4 0.1 0.0
C -0.23001 0.06580 0.72266 -1.7 -1.0 -0.2
O 0.07090 0.28531 1.88266 -0.3 0.0 -0.9
C -1.80944 -0.40331 0.26988 2.2 -1.1 2.2
O -2.09203 -0.23456 -1.10680 1.9 4.3 1.9
H 2.36572 1.05302 -0.87080 0.0 -0.1 0.1
H 2.27827 0.46213 0.80687 0.0 0.0 -0.1
H 2.59660 -0.67799 -0.51975 -0.1 0.1 0.0
H 0.19280 -0.20750 -1.22570 0.2 0.0 0.2
H -2.48171 0.13464 0.95568 0.1 -0.1 -0.3
H -1.81034 -1.45958 0.49623 -0.2 -0.3 0.3
H -1.74194 0.73592 -0.84432 -1.6 -1.9 -3.3

---

130
Properties=species:S:1:pos:R:3:forces:R:3 method="wB97M-V/def2-TZVPD" total_charge=0 relative_energy_ev=0.0000 gap_ha="0.2484 / 0.2295" energy_ha=-5381.65678 multiplicity=3
W 0.14305 -0.22776 0.00889 0.0 0.0 -0.1
O -1.58778 0.99211 -0.14947 -0.1 0.0 0.0
N -2.83868 0.54358 -0.14662 0.0 0.0 0.0
C -3.81726 1.46605 -0.27995 0.0 0.0 0.0
C -5.12765 1.08405 -0.32292 0.0 0.0 0.0
C -5.43557 -0.27792 -0.23961 0.0 0.0 0.0
C -4.42548 -1.19301 -0.09456 0.0 0.0 0.0
C -3.08598 -0.77683 -0.02791 0.0 0.0 0.0
S -1.77108 -1.82789 0.22258 0.0 0.0 0.0
H -3.46729 2.48222 -0.36210 0.0 0.0 0.0
H -5.89288 1.83692 -0.43445 0.0 0.0 0.0
H -6.46396 -0.60883 -0.28629 0.0 0.0 0.0
H -4.62257 -2.25241 -0.01784 0.0 0.0 0.0
C 1.00556 3.35784 3.71619 0.0 0.0 0.0
Si 1.51483 1.54491 3.89609 0.0 0.0 0.0
C 3.33170 1.42357 3.39856 0.0 0.0 0.0
C 1.58385 1.23606 5.75968 0.0 0.0 0.0
Si 0.02538 0.12178 2.70942 0.0 0.0 0.0
Si -2.00989 1.12213 3.43625 0.0 0.0 0.0
C -2.06604 1.60244 5.26650 0.0 0.0 0.0
C -3.51671 -0.00574 3.17487 0.0 0.0 0.0
C -2.40478 2.76264 2.58461 0.0 0.0 0.0
Si 0.01942 -1.86915 4.04059 0.0 0.0 0.0
C -0.33514 -1.61639 5.88099 0.0 0.0 0.0
C -1.30053 -3.14201 3.57989 0.0 0.0 0.0
C 1.69459 -2.75557 4.07405 0.0 0.0 0.0
H 1.82312 4.00102 4.05600 0.0 0.0 0.0
H 0.13357 3.58025 4.33404 0.0 0.0 0.0
H 0.76927 3.62047 2.68652 0.0 0.0 0.0
H 3.88888 2.21266 3.91327 0.0 0.0 0.0
H 3.49499 1.52614 2.32790 0.0 0.0 0.0
H 3.75199 0.46620 3.71410 0.0 0.0 0.0
H 2.13236 2.06195 6.22360 0.0 0.0 0.0
H 2.12743 0.31531 5.98327 0.0 0.0 0.0
H 0.60472 1.17339 6.23237 0.0 0.0 0.0
H -2.09597 0.74879 5.94104 0.0 0.0 0.0
H -2.98673 2.17496 5.42038 0.0 0.0 0.0
H -1.23209 2.23791 5.56460 0.0 0.0 0.0
H -3.24620 -1.04212 2.97504 0.0 0.0 0.0
H -4.13216 0.34600 2.34414 0.0 0.0 0.0
H -4.14637 0.01395 4.06858 0.0 0.0 0.0
H -1.77063 3.55611 2.98556 0.0 0.0 0.0
H -3.44691 3.03004 2.78731 0.0 0.0 0.0
H -2.23728 2.72122 1.51202 0.0 0.0 0.0
H -1.26124 -1.07516 6.06571 0.0 0.0 0.0
H 0.46837 -1.10861 6.41113 0.0 0.0 0.0
H -0.44835 -2.61277 6.32065 0.0 0.0 0.0
H -2.28211 -2.79593 3.91024 0.0 0.0 0.0
H -1.09182 -4.06819 4.12726 0.0 0.0 0.0
H -1.35735 -3.36060 2.51711 0.0 0.0 0.0
H 2.48417 -2.08452 4.42308 0.0 0.0 0.0
H 1.99761 -3.15375 3.10679 0.0 0.0 0.0
H 1.63438 -3.58820 4.78243 0.0 0.0 0.0
C 3.11927 -1.04721 1.26529 0.0 0.0 0.0
C 2.35001 -0.12944 0.31990 0.1 0.1 0.0
O 3.03931 0.65759 -0.32645 0.0 -0.1 0.0
H 3.97540 -0.50021 1.65486 0.0 0.0 0.0
H 3.51779 -1.89573 0.70526 0.0 0.0 0.0
H 2.50352 -1.41784 2.08016 0.0 0.0 0.0
C 2.13653 -6.15868 2.16587 0.0 0.0 0.0
C 0.86610 -5.49192 1.64470 0.0 0.0 0.0
C 1.14030 -4.33827 0.73783 0.0 0.0 0.0
N 0.58717 -3.19159 0.84608 0.0 0.0 0.0
N 0.97816 -2.29178 -0.11998 0.0 0.0 -0.1
C 1.87276 -2.79638 -0.94693 0.0 0.0 0.0
N 2.52072 -2.09824 -1.87975 0.0 0.0 0.0
S 2.26510 -4.43950 -0.59629 0.0 0.0 0.0
H 1.88291 -6.97475 2.84097 0.0 0.0 0.0
H 2.75501 -5.44534 2.71101 0.0 0.0 0.0
H 2.73391 -6.57705 1.35332 0.0 0.0 0.0
H 0.26363 -5.10132 2.46444 0.0 0.0 0.0
H 0.25005 -6.21865 1.10828 0.0 0.0 0.0
H 2.18017 -1.15873 -2.06495 0.0 0.0 0.0
H 2.99881 -2.57726 -2.62243 0.0 0.0 0.0
C 3.39000 3.36729 0.34319 0.0 -0.1 0.0
O 2.06512 2.95814 0.68027 0.0 0.1 0.0
P 0.92265 2.27610 -0.20955 -0.1 0.0 0.0
O -0.29088 3.20016 0.27536 0.0 0.0 -0.1
C -0.28686 4.62091 0.35609 0.0 0.0 0.0
O 1.24002 2.68761 -1.72657 0.1 -0.1 0.0
C 1.78665 3.92063 -2.19891 -0.1 0.0 0.0
H 3.37261 4.39969 -0.00754 0.0 0.0 0.0
H 3.82942 2.71036 -0.40244 0.0 0.0 0.0
H 3.97552 3.31581 1.25804 0.0 0.0 0.0
H -1.08156 4.89639 1.04724 0.0 0.0 0.0
H -0.50093 5.05373 -0.62245 0.0 0.0 0.0
H 0.66440 4.99257 0.74059 0.0 0.0 0.0
H 1.31504 4.13384 -3.15585 0.0 0.0 0.0
H 2.86003 3.81684 -2.34824 0.0 0.0 0.0
H 1.59579 4.74589 -1.51649 0.0 0.0 0.0
C -1.76696 3.02507 -2.71326 0.0 0.0 0.0
Si -1.69155 1.35501 -3.59351 0.0 0.0 0.0
C -3.40159 0.55265 -3.43539 0.0 0.0 0.0
C -1.66413 1.83637 -5.42373 0.0 0.0 0.0
Si 0.00206 -0.13024 -2.78990 0.0 0.0 0.0
Si 1.89722 0.34305 -4.20640 0.0 0.0 0.0
C 1.62057 1.77685 -5.40011 0.0 0.0 0.0
C 2.42970 -1.09718 -5.32367 0.0 0.0 0.0
C 3.51345 0.80019 -3.33633 0.0 0.0 0.0
Si -0.83597 -2.09965 -3.85272 0.0 0.0 0.0
C -1.26724 -1.76390 -5.66750 0.0 0.0 0.0
C 0.34010 -3.58624 -3.87346 0.0 0.0 0.0
C -2.40302 -2.85284 -3.11426 0.0 0.0 0.0
H -2.68697 3.54395 -3.00032 0.0 0.0 0.0
H -0.92681 3.65060 -3.02314 0.0 0.0 0.0
H -1.72751 2.92857 -1.62967 0.0 0.0 0.0
H -4.17037 1.32678 -3.52066 0.0 0.0 0.0
H -3.57743 -0.00141 -2.51633 0.0 0.0 0.0
H -3.55061 -0.14405 -4.26323 0.0 0.0 0.0
H -2.66559 2.20234 -5.67261 0.0 0.0 0.0
H -1.44183 1.00577 -6.09216 0.0 0.0 0.0
H -0.96103 2.64116 -5.63091 0.0 0.0 0.0
H 0.92443 1.51920 -6.19759 0.0 0.0 0.0
H 2.58124 2.02944 -5.85856 0.0 0.0 0.0
H 1.23890 2.66838 -4.90028 0.0 0.0 0.0
H 1.60820 -1.59587 -5.83724 0.0 0.0 0.0
H 2.99216 -1.86198 -4.78203 0.0 0.0 0.0
H 3.10505 -0.69369 -6.08403 0.0 0.0 0.0
H 3.41295 1.72358 -2.76946 0.0 0.0 0.0
H 4.26235 0.95205 -4.12071 0.0 0.0 0.0
H 3.90687 0.06005 -2.64052 0.0 0.0 0.0
H -0.51292 -1.18122 -6.19754 0.0 0.0 0.0
H -2.21184 -1.22201 -5.74283 0.0 0.0 0.0
H -1.39230 -2.71418 -6.19478 0.0 0.0 0.0
H 1.33106 -3.36506 -4.26969 0.0 0.0 0.0
H -0.10238 -4.36256 -4.50472 0.0 0.0 0.0
H 0.44200 -4.01159 -2.87370 0.0 0.0 0.0
H -3.19831 -2.12858 -2.94423 0.0 0.0 0.0
H -2.19057 -3.34529 -2.16499 0.0 0.0 0.0
H -2.77977 -3.60653 -3.81340 0.0 0.0 0.0

---

21
Properties=species:S:1:pos:R:3:forces:R:3 method="wB97M-V/def2-TZVPD" total_charge=0 relative_energy_ev=6.6543 gap_ha="0.2930 / 0.2170" energy_ha=-1306.21369
C 0.25394 1.83751 -0.27900 2.0 -0.1 0.0
C 0.90641 2.86016 -0.93614 -1.9 -1.5 0.3
C -0.53712 2.88219 -0.82022 -0.8 1.1 0.0
C 2.07069 -0.93056 0.62506 2.5 -0.9 -2.2
C -1.84401 -0.30596 0.80557 -1.0 3.3 2.6
C -0.62501 -1.29387 -1.09710 1.2 -0.9 1.7
C 0.71053 -0.53477 0.94480 -1.8 2.0 -1.4
C -0.63953 -0.90035 0.44006 3.8 -4.4 -3.8
O -1.58848 3.42622 -1.03126 0.6 -0.4 0.0
Cl 2.19438 3.47378 -1.80154 0.5 0.1 0.2
Cl -0.63617 -2.73527 1.24543 -0.1 0.5 0.0
H 2.58350 -1.28549 1.52684 -0.1 0.5 0.1
H 2.74089 -0.10428 0.12410 -1.5 -1.2 1.2
H 2.23055 -1.79594 -0.06927 -0.7 0.7 0.3
H -2.71740 -0.72439 0.51578 -2.3 -2.0 -1.9
H -1.94799 0.73124 0.51410 0.4 0.4 0.0
H -1.99596 -0.38969 1.84692 0.2 0.6 1.6
H 0.29254 -1.89964 -1.25086 -0.3 0.9 -0.4
H -1.40546 -1.98313 -1.36416 -0.7 -0.1 0.3
H -0.72645 -0.42272 -1.70747 0.3 0.6 -0.4
H 0.68016 0.09494 1.76835 -0.3 0.9 1.8

---

46
Properties=species:S:1:pos:R:3:forces:R:3 method="wB97M-V/def2-TZVPD" total_charge=-1 relative_energy_ev=0.0000 gap_ha=0.2716 energy_ha=-2418.78883
Y -0.19690 -1.24474 -1.67989 -0.1 0.9 0.4
C -0.86862 -2.92453 1.08793 -0.1 0.0 0.0
N -0.29775 -1.57450 0.90884 0.1 0.0 -0.1
C -1.25693 -0.53810 1.34880 0.0 0.1 -0.1
C -0.84450 0.85435 0.88682 -0.1 -0.1 0.2
N -1.00481 1.05755 -0.56696 0.0 0.0 -0.2
C -2.41890 1.37192 -0.86626 -0.2 0.0 0.1
C -0.16124 2.13993 -1.06368 0.2 0.1 -0.2
C 0.08725 3.25342 -0.27181 0.0 0.0 0.1
C 0.88604 4.29452 -0.71631 0.0 0.1 0.0
C 1.44059 4.23207 -1.98480 0.0 0.0 0.0
C 1.18377 3.13943 -2.78983 0.0 0.0 0.0
C 0.38107 2.08035 -2.35838 0.0 0.1 0.1
S 0.08418 0.75939 -3.47945 -0.1 -0.2 -0.1
C 0.95214 -1.44347 1.65567 0.3 0.1 -0.1
C 1.00319 -1.85169 2.98456 -0.1 0.0 0.1
C 2.16312 -1.75801 3.73092 0.0 0.0 0.0
C 3.30406 -1.23539 3.13297 0.0 0.0 0.0
C 3.25998 -0.80937 1.82351 0.0 0.0 0.0
C 2.08955 -0.89187 1.04841 0.0 0.0 0.1
S 2.12526 -0.25559 -0.57006 -0.2 0.0 -0.3
H -1.23352 -3.08840 2.10773 0.0 0.0 0.0
H -0.10212 -3.66229 0.85770 0.0 0.0 0.0
H -1.70859 -3.05383 0.40817 0.0 0.0 0.0
H -1.32764 -0.53824 2.44458 0.0 0.0 0.0
H -2.23833 -0.79786 0.95234 0.0 0.0 0.0
H 0.20565 1.01753 1.12780 0.0 0.0 0.0
H -1.43941 1.58728 1.44963 0.0 0.0 0.0
H -2.00489 1.22211 -2.77972 -0.1 0.0 0.1
H -2.60723 2.42196 -0.58697 0.0 0.0 0.0
H -3.04900 0.72727 -0.24930 0.1 0.0 0.0
H -0.33723 3.30885 0.72259 0.0 0.0 0.0
H 1.07429 5.14437 -0.07288 0.0 0.0 0.0
H 2.07877 5.02875 -2.34712 0.0 0.0 0.0
H 1.61505 3.07651 -3.77983 0.0 0.0 0.0
H 0.11432 -2.25744 3.45281 0.0 0.0 0.0
H 2.17735 -2.09314 4.75984 0.0 0.0 0.0
H 4.22968 -1.16204 3.69135 0.0 0.0 0.0
H 4.14162 -0.39557 1.35208 0.0 0.0 0.0
O -2.48719 -1.61426 -1.13006 0.1 0.0 0.2
Cl -3.07851 -1.90191 -2.49514 -0.6 -0.3 -0.1
O -3.71545 -3.20199 -2.42526 0.1 0.2 0.0
O -2.78991 1.15281 -2.19446 0.2 0.0 -0.1
O -1.85097 -1.99178 -3.33009 0.4 0.0 -0.2
N 1.48256 -4.29663 -2.18361 0.0 0.0 0.0
C 0.94011 -3.28774 -2.01319 0.2 -0.7 -0.1

---

7
Properties=species:S:1:pos:R:3:forces:R:3 method="wB97M-V/def2-TZVPD" total_charge=-1 relative_energy_ev=4.2091 gap_ha="0.1956 / 0.2490" energy_ha=-791.92142
C 1.94790 0.23034 0.04250 -0.1 0.3 -0.9
N -1.74209 -0.51807 0.38000 -1.2 -0.9 -0.9
O 2.76709 1.02365 -0.13350 1.2 1.1 0.3
O -2.85332 -0.01112 0.17859 2.6 -1.7 0.6
O 1.28989 -0.69741 0.17519 -0.6 -1.8 0.9
O -1.38071 -1.69925 0.35202 -1.3 2.9 0.1
S -0.02877 1.67186 -0.99480 -0.6 0.2 0.0

---

60
Properties=species:S:1:pos:R:3:forces:R:3 method="wB97M-V/def2-TZVPD" total_charge=+1 gap_ha="0.3184 / 0.1405" energy_ha=-3894.89513 multiplicity=2
Zn -2.74753 0.09850 0.17239 -0.1 -0.6 1.1
O -4.70755 -0.34928 3.53148 -0.5 0.6 1.6
C -4.21075 -0.29549 2.35163 2.6 -1.1 -4.3
O -3.61611 0.71914 1.88044 0.6 4.0 1.2
O -4.10078 -1.24046 1.58883 -1.4 -3.8 -0.8
H -4.31701 0.46734 3.85120 -0.5 0.6 1.2
O -4.48343 -1.73112 -2.60894 -0.6 2.2 0.2
C -4.63507 -0.41023 -2.36111 3.7 -2.0 3.5
O -4.01819 0.14433 -1.43706 -1.5 0.1 -1.6
O -5.38307 0.16946 -3.17028 -1.2 1.8 -0.8
H -5.03696 -1.68180 -3.39173 -0.4 -2.0 -1.2
C 1.90264 0.21615 4.68838 0.8 -1.2 -1.0
C 2.05443 0.59054 3.17505 1.7 -1.4 2.5
C 2.42893 -0.59675 2.29549 0.2 -0.8 0.6
O 1.32864 -0.76446 1.37702 0.2 0.4 0.1
C 0.40613 0.16249 1.66942 -2.0 0.0 -1.0
O -0.67729 0.26404 1.08006 2.9 -0.2 1.8
O 0.83652 0.92021 2.69353 -3.4 2.0 -1.9
H 2.62250 -0.59403 4.80470 0.6 0.3 0.5
H 0.99731 -0.35372 4.89751 -0.5 0.6 -0.1
H 2.11467 1.00088 5.41456 -0.3 0.0 -0.3
H 2.85853 1.32597 3.14914 -0.6 0.7 -0.6
H 2.45047 -1.45831 2.96282 0.3 -0.4 -0.5
H 3.37094 -0.45978 1.76449 -0.2 -0.2 -0.1
C 1.87215 -3.50076 -1.73449 0.0 -1.2 -0.1
C 0.59598 -4.07003 -1.09441 1.5 1.5 -1.2
C 0.57096 -3.93381 0.38294 -0.3 -3.7 1.0
O -0.68139 -3.36989 0.63068 -1.5 2.7 0.7
C -1.13892 -2.75254 -0.46658 -1.2 2.7 -0.9
O -2.06015 -1.89544 -0.54572 2.8 -3.0 0.5
O -0.36803 -3.12297 -1.51235 -2.6 1.2 0.3
H 2.72740 -4.10425 -1.43045 0.1 -0.3 -0.5
H 2.13280 -2.48196 -1.44776 -0.7 0.0 0.4
H 1.67662 -3.48108 -2.80662 0.6 -0.2 -0.1
H 0.23558 -5.03357 -1.45469 0.6 -0.1 -0.1
H 1.49761 -3.62691 0.86793 -0.5 1.3 0.0
H 0.36426 -4.90703 0.82816 0.8 -0.5 0.0
C 2.89373 -0.17927 -4.12986 0.7 0.4 0.7
C 2.31640 0.10660 -2.74190 2.1 0.6 -0.7
C 2.08876 1.57504 -2.42026 0.8 0.7 0.9
O 0.76051 1.57109 -1.90571 -0.1 2.6 -0.3
C 0.13203 0.48855 -2.27263 -0.5 -2.2 2.1
O -1.00812 0.19764 -2.02208 0.6 0.6 -1.0
O 1.06995 -0.41145 -2.62376 -3.0 -2.0 -1.0
H 3.84123 0.34919 -4.23510 0.0 0.3 0.0
H 2.20895 0.19259 -4.89202 0.0 -0.3 -0.1
H 3.19569 -1.21852 -4.25969 -0.6 -0.1 -0.1
H 2.90594 -0.33860 -1.94045 0.4 -0.1 -0.1
H 2.23231 2.30696 -3.21511 -0.4 -0.3 -0.4
H 2.72761 1.91542 -1.60532 0.0 -0.1 0.0
C -1.03358 5.29659 0.72505 -0.4 0.8 -1.5
C 0.08729 4.41052 1.13774 -1.2 -0.1 0.4
O -0.28541 3.15571 0.52891 0.7 0.5 0.9
C -1.62166 3.16702 0.26303 -0.6 -2.1 -1.1
O -2.24336 2.17625 -0.13178 1.3 2.6 0.9
O -2.10378 4.38758 0.37511 -0.1 0.2 0.3
F -0.03334 4.37857 2.49516 0.6 -1.1 0.7
H -0.73962 5.84392 -0.17057 -0.3 0.1 -0.1
H -1.34962 5.98961 1.50475 -0.1 -0.3 -0.1
H 1.09526 4.77563 0.94082 -0.1 -0.7 -0.6